1.
{"formula": "C3H13NO2S", "method": "the ωB97M-V functional and the def2-TZVPD basis", "lumo_energy_ev": 0.56, "homo_lumo_gap_ev": 9.8, "de_lowest_kj_mol": 48.9, "smiles": "C[C@@H](N)CS.O.O", "species": ["C", "C", "N", "C", "S", "H", "H", "H", "H", "H", "H", "H", "H", "H", "O", "H", "H", "O", "H", "H"], "coordinates": [[1.348361, -1.191453, 1.620143], [0.099884, -0.767847, 0.862044], [-0.104914, 0.664715, 1.038353], [0.139243, -1.232351, -0.586970], [-1.422475, -0.821858, -1.372939], [1.165584, -1.002162, 2.675219], [2.215648, -0.586603, 1.375741], [1.644435, -2.217185, 1.407748], [-0.751533, -1.233890, 1.359721], [0.677332, 1.209987, 0.719140], [-1.002271, 0.999350, 0.725612], [1.021177, -0.783397, -1.046465], [0.339427, -2.291813, -0.655709], [-1.261097, -1.394629, -2.571565], [-4.997342, 1.889253, -1.380447], [-4.085848, 1.602119, -1.311568], [-5.090710, 2.505225, -2.118424], [3.597824, 1.345994, -0.038208], [3.786893, 2.183058, -0.488497], [2.680383, 1.123485, -0.212930]], "atomic_forces_ev_per_a": [[0.051, 0.281, 0.017], [-0.263, 0.131, 0.343], [0.128, -0.491, 0.508], [0.744, -0.052, -0.042], [-0.351, 0.228, -0.183], [0.082, -0.364, 0.127], [0.147, 0.299, -0.300], [-0.238, -0.144, 0.252], [-0.122, -0.206, -0.093], [-0.111, 0.301, -0.205], [0.165, 0.146, -0.242], [-0.175, 0.407, -0.347], [-0.270, -0.444, 0.179], [0.173, -0.055, 0.050], [-0.539, 0.084, 0.090], [0.183, 0.144, -0.290], [0.383, -0.253, 0.193], [0.288, 0.188, 0.008], [-0.266, -0.360, 0.130], [-0.010, 0.159, -0.194]]}


2.
{"formula": "C3H13NO2S", "method": "the ωB97M-V functional and the def2-TZVPD basis", "lumo_energy_ev": [-4.34, -9.37], "total_charge": 1, "multiplicity": 2, "homo_lumo_gap_ev": [8.7, 3.6], "de_lowest_kj_mol": 49.2, "species": ["C", "C", "C", "S", "N", "H", "H", "H", "H", "H", "H", "H", "H", "H", "H", "H", "O", "H", "H", "O"], "coordinates": [[0.611731, 0.377585, 1.454955], [1.076660, -0.003632, 0.066739], [2.594032, -0.131546, 0.015089], [3.075384, -0.747608, -1.620941], [-0.858427, 0.461857, 1.516950], [1.002251, 1.344383, 1.774279], [0.984462, -0.304836, 2.212219], [0.547983, -0.900621, -0.275316], [0.782564, 0.789332, -0.620219], [2.978749, -0.848795, 0.722444], [3.162050, 0.789390, 0.132354], [2.624001, 0.346833, -2.273435], [-1.046135, 0.833428, 2.446054], [-1.304292, -0.456453, 1.604769], [-1.910199, -1.605751, -2.703206], [-1.728425, -1.341176, -1.199318], [-2.175163, -1.008887, -1.986855], [-3.156118, 1.315327, 0.102567], [-3.433322, 0.338084, -1.073866], [-3.827787, 0.753087, -0.295263]], "atomic_forces_ev_per_a": [[-0.710, -0.065, 0.990], [-0.412, 0.637, -0.629], [0.525, -0.719, -0.455], [-0.235, 0.272, 0.427], [0.202, -0.192, 0.506], [0.056, 0.165, -0.402], [0.359, -0.527, -0.026], [0.345, -0.087, 0.166], [-0.195, 0.089, -0.071], [0.140, -0.350, 0.223], [-0.255, 0.371, 0.110], [0.042, -0.068, -0.175], [-0.264, 0.467, -0.225], [0.380, 0.072, -0.444], [-0.258, 0.188, 0.209], [-0.258, -0.040, -0.071], [0.511, -0.190, -0.173], [0.097, -0.080, -0.171], [0.044, 0.156, 0.130], [-0.114, -0.100, 0.081]]}


3.
{"formula": "C3H13NO2S2", "method": "the ωB97M-V functional and the def2-TZVPD basis", "lumo_energy_ev": 0.57, "homo_lumo_gap_ev": 9.1, "de_lowest_kj_mol": 149.8, "smiles": "C[C@@H](N)CSS.O.O", "species": ["C", "C", "N", "C", "S", "S", "H", "H", "H", "H", "H", "H", "H", "H", "H", "O", "H", "H", "O", "H", "H"], "coordinates": [[-1.383626, -1.465015, -0.160204], [-0.110365, -0.549087, -0.317132], [0.070882, -0.000190, -1.679637], [-0.393402, 0.680895, 0.582421], [1.153471, 1.749484, 0.750227], [1.328002, 2.307266, 2.724405], [-2.220956, -0.983446, 0.266381], [-1.602957, -2.044080, -1.103983], [-1.001530, -2.178683, 0.584657], [0.765124, -1.078688, -0.043904], [0.783197, -0.529421, -2.131631], [-0.929820, -0.078208, -2.111686], [-1.086348, 1.363656, 0.131991], [-0.738302, 0.362820, 1.552546], [2.566223, 1.902933, 3.148657], [2.128785, -2.066275, 2.326114], [2.250822, -2.928287, 2.076683], [1.752740, -1.679509, 1.467811], [-1.370956, 2.234128, -2.873418], [-1.350495, 2.240173, -1.923116], [-0.610480, 2.739532, -3.267188]], "atomic_forces_ev_per_a": [[2.745, -1.605, -0.710], [-2.727, 1.993, -0.677], [-2.746, -0.272, 0.530], [2.098, -0.463, 0.576], [-0.106, -0.401, -0.331], [-0.101, 0.267, 0.521], [-0.994, 0.673, 0.076], [0.056, 0.740, 1.006], [-0.742, -0.252, -0.079], [0.846, -0.380, 0.428], [-0.028, -0.444, -0.992], [3.018, 0.209, 0.180], [-0.629, -0.052, -0.303], [-0.044, 0.151, 0.519], [-0.557, -0.373, -0.666], [-1.453, 4.084, -1.307], [0.653, -3.621, -0.652], [0.856, -0.443, 2.043], [0.286, 0.653, -1.767], [0.666, 0.351, 0.369], [-1.096, -0.814, 1.236]]}


4.
{"formula": "C3H13NO2S2", "method": "the ωB97M-V functional and the def2-TZVPD basis", "lumo_energy_ev": 0.56, "homo_lumo_gap_ev": 8.4, "de_lowest_kj_mol": 303.1, "smiles": "CSSCCN.O.O", "species": ["C", "S", "S", "C", "C", "N", "H", "H", "H", "H", "H", "H", "H", "H", "H", "O", "H", "H", "O", "H", "H"], "coordinates": [[-1.649485, 2.140006, 1.519526], [-1.695297, 0.493562, 0.638651], [-0.167776, 1.014927, -0.660995], [-0.933234, 0.772017, -2.311549], [-0.924957, -0.685369, -2.717241], [-0.476841, -1.478875, -1.478875], [-2.791229, 2.342328, 1.716696], [-0.852422, 2.070845, 2.211893], [-1.630411, 3.123556, 0.845086], [-0.464220, 1.238757, -3.142996], [-1.970171, 1.167891, -2.041526], [-0.282207, -0.826731, -3.603516], [-1.770197, -1.160731, -3.153842], [0.489512, -1.835283, -1.712459], [-1.073354, -2.380159, -1.301380], [2.512718, 0.179096, 2.973869], [1.974087, 0.947133, 2.849654], [2.687841, -0.035385, 3.796165], [2.832429, -2.710318, 2.001337], [3.595979, -2.668789, 1.575782], [2.589233, -1.708478, 1.995722]], "atomic_forces_ev_per_a": [[-3.998, 1.765, -3.010], [0.729, 1.504, -0.404], [0.855, 0.619, -0.589], [-2.536, -0.116, 1.499], [1.355, -1.972, 1.183], [-0.308, -3.029, -1.730], [2.250, -0.868, 1.333], [0.014, 0.502, 1.213], [1.026, -2.473, 0.817], [0.436, 1.532, -0.046], [1.180, -0.454, -1.186], [0.684, 0.117, 0.719], [-1.646, 0.277, 0.324], [-1.417, 0.422, 0.756], [1.379, 2.188, -0.849], [-0.620, 0.583, -7.009], [-0.335, 0.456, 0.465], [0.972, -1.147, 6.456], [-5.705, 2.751, 2.712], [5.509, -0.226, -2.994], [0.176, -2.432, 0.339]]}


5.
{"formula": "C3H13NO3", "method": "the ωB97M-V functional and the def2-TZVPD basis", "lumo_energy_ev": [3.72, 3.64], "total_charge": -1, "multiplicity": 2, "homo_lumo_gap_ev": [3.3, 7.5], "de_lowest_kj_mol": 36.7, "species": ["C", "C", "C", "N", "H", "H", "H", "H", "H", "H", "H", "H", "H", "O", "H", "H", "O", "H", "H", "O"], "coordinates": [[0.431828, 0.545812, 2.587196], [0.225096, 0.326556, 1.112283], [-1.795154, -0.514489, 0.245145], [-0.686019, -0.813066, 0.920188], [-0.511369, 0.815933, 3.073757], [0.736308, -0.416724, 3.005981], [1.117504, 1.379058, 2.764036], [1.164907, 0.375481, 0.542784], [-0.357276, 1.236321, 0.803387], [-1.916980, 0.454459, -0.227087], [-2.605571, -1.251896, 0.252840], [0.457828, 2.080683, -1.439687], [0.354121, 3.571147, -1.617043], [0.400489, 2.902237, -0.928006], [0.661584, -2.200373, -0.069695], [1.059851, -3.623663, -0.440823], [0.902307, -2.762541, -0.835025], [0.347743, -0.429927, -1.553923], [-0.386680, -0.460382, -2.841670], [0.135985, 0.146004, -2.304241]], "atomic_forces_ev_per_a": [[0.126, -0.249, 0.329], [-2.661, 0.999, -0.345], [-0.889, -0.354, -0.346], [2.420, -0.240, 0.389], [-0.037, -0.128, -0.211], [0.406, 0.249, 0.377], [0.359, -0.231, 0.232], [0.145, -0.495, 0.020], [0.671, -0.352, -0.200], [-0.323, 0.145, -0.099], [0.149, 0.325, -0.215], [-0.221, -0.272, 0.209], [-0.021, 0.116, 0.047], [0.177, 0.170, -0.369], [-0.704, 0.221, 0.093], [-0.025, -0.033, -0.020], [0.366, -0.031, 0.033], [-0.154, 0.182, 0.196], [-0.179, 0.215, 0.019], [0.395, -0.236, -0.138]]}


6.
{"formula": "C3H13NO3", "method": "the ωB97M-V functional and the def2-TZVPD basis", "lumo_energy_ev": 0.37, "homo_lumo_gap_ev": 8.7, "de_lowest_kj_mol": 85.8, "smiles": "C=C(C)N.O.O.O", "species": ["C", "C", "C", "N", "H", "H", "H", "H", "H", "H", "H", "O", "H", "H", "O", "H", "H", "O", "H", "H"], "coordinates": [[-0.218458, 1.117212, -1.625348], [0.685929, 0.201948, -1.277533], [1.637304, -0.358805, -2.305800], [0.737148, -0.375903, -0.009097], [-0.994713, 1.467670, -0.952261], [-0.279138, 1.504059, -2.639804], [1.533352, 0.199452, -3.233788], [1.363703, -1.408868, -2.470834], [2.678817, -0.320100, -1.979369], [1.585179, -0.839328, 0.268263], [0.421091, 0.261386, 0.705033], [-0.755126, -1.023975, 3.210093], [-1.331925, -0.587395, 2.577418], [-0.958080, -1.962224, 3.110221], [-2.816159, -3.108004, 2.071291], [-3.217894, -3.668303, 1.401403], [-3.072339, -2.206690, 1.841083], [1.381877, 3.738282, 0.354455], [0.704276, 4.421452, 0.294880], [0.915154, 2.948135, 0.659696]], "atomic_forces_ev_per_a": [[-0.390, 0.231, -0.170], [0.256, -0.105, -0.516], [-0.319, -0.152, 0.311], [-0.238, 0.350, 0.058], [0.139, -0.031, 0.142], [0.188, -0.135, 0.246], [0.055, -0.132, -0.005], [0.197, 0.135, -0.113], [-0.045, 0.013, 0.049], [0.149, 0.037, -0.158], [-0.048, -0.263, 0.223], [0.013, 0.005, 0.016], [0.028, -0.007, -0.008], [-0.019, 0.007, -0.047], [0.054, 0.221, 0.079], [0.016, 0.009, -0.038], [-0.081, -0.223, -0.034], [-0.150, -0.079, 0.167], [0.070, -0.114, -0.003], [0.121, 0.235, -0.199]]}


7.
{"formula": "C3H13NO3", "method": "the ωB97M-V functional and the def2-TZVPD basis", "lumo_energy_ev": 0.68, "homo_lumo_gap_ev": 10.3, "de_lowest_kj_mol": 84.1, "smiles": "NCCCO.O.O", "species": ["N", "C", "C", "C", "O", "H", "H", "H", "H", "H", "H", "H", "H", "H", "O", "H", "H", "O", "H", "H"], "coordinates": [[-1.837786, 2.493305, 0.339595], [-0.720875, 1.717874, -0.213145], [-0.103058, 0.708149, 0.768324], [1.222155, 0.117277, 0.252899], [1.005687, -1.184311, -0.294593], [-1.493626, 3.287545, 0.864911], [-2.362298, 1.936386, 1.012848], [-1.113755, 1.127241, -1.041867], [0.008509, 2.439297, -0.572075], [-0.827537, -0.092200, 0.925140], [0.065689, 1.177844, 1.737771], [1.919762, 0.055760, 1.089173], [1.713261, 0.770583, -0.472610], [1.697623, -1.815737, -0.050689], [0.302529, -2.748325, 2.124112], [0.436255, -1.805394, 2.007633], [-0.380748, -2.990999, 1.489294], [0.164685, -0.677083, -2.913552], [0.128112, -0.582146, -1.951189], [-0.269450, 0.081409, -3.310949]], "atomic_forces_ev_per_a": [[-0.053, -0.145, 0.268], [-0.612, -0.226, 0.637], [0.415, 0.417, -0.478], [0.144, -0.297, 0.748], [-0.122, 0.020, -0.021], [0.066, 0.013, -0.034], [0.006, 0.050, -0.273], [0.135, 0.229, -0.328], [0.191, -0.147, -0.170], [0.062, -0.133, 0.047], [0.023, 0.160, 0.020], [0.082, -0.124, 0.093], [-0.213, -0.003, -0.223], [-0.158, 0.411, -0.098], [0.009, -0.277, 0.215], [-0.125, 0.045, -0.134], [0.114, 0.140, -0.007], [-0.002, -0.025, -0.125], [0.092, -0.162, -0.279], [-0.055, 0.053, 0.142]]}


8.
{"formula": "C3H13NO3", "method": "the ωB97M-V functional and the def2-TZVPD basis", "lumo_energy_ev": 0.66, "homo_lumo_gap_ev": 9.1, "de_lowest_kj_mol": 127.9, "smiles": "C/C=C/N.O.O.O", "species": ["C", "C", "C", "N", "H", "H", "H", "H", "H", "H", "H", "O", "H", "H", "O", "H", "H", "O", "H", "H"], "coordinates": [[1.573497, 1.384909, 2.106428], [0.960852, 1.317305, 0.738975], [-0.073754, 0.517453, 0.479183], [-0.341273, 0.037841, -0.830980], [2.615537, 1.080997, 2.090199], [1.491652, 2.365016, 2.594369], [1.064491, 0.719954, 2.812327], [1.342757, 2.036622, 0.020039], [-0.567735, 0.056812, 1.318932], [-1.263856, 0.329948, -1.133616], [0.402647, 0.374018, -1.425683], [0.890760, -2.338265, 0.597116], [0.972222, -1.710219, -0.140737], [0.632228, -3.125479, 0.096607], [0.389521, 0.451631, -4.381559], [-0.296677, 0.535934, -5.053180], [0.119900, -0.280343, -3.802459], [-2.894881, -0.605867, 1.768690], [-3.220862, -1.510019, 1.841250], [-2.230331, -0.535737, 2.471689]], "atomic_forces_ev_per_a": [[-0.694, 0.316, 0.734], [-0.287, 0.456, 0.747], [1.297, -0.042, -0.129], [-0.487, 0.473, 0.581], [0.196, 0.059, -0.043], [0.275, 0.079, -0.368], [0.034, -0.202, -0.258], [0.269, -0.542, -0.425], [-0.179, -0.456, -0.271], [0.086, -0.209, -0.367], [-0.325, 0.331, -0.417], [0.094, -0.290, -0.856], [-0.168, 0.189, 0.545], [0.020, -0.082, 0.456], [-0.066, -0.256, 0.307], [0.038, -0.109, 0.155], [0.007, 0.318, -0.426], [0.165, -0.072, 0.328], [0.030, 0.075, -0.039], [-0.305, -0.038, -0.256]]}